No. 1
A single C6H9IO2 molecule at a distorted geometry. Source: OMol25; level of theory: ωB97M-V/def2-TZVPD.

Atoms and positions in Å:
C (0.789, 1.230, -0.092)
C (1.272, 0.101, -0.507)
C (-0.667, 1.211, 0.069)
C (-0.481, -0.954, -0.686)
C (1.417, 2.397, 0.449)
C (0.400, -2.766, 0.539)
O (-1.246, 0.153, -0.676)
O (-0.531, -1.707, 0.427)
I (3.266, -0.394, -0.583)
H (-0.833, 1.086, 1.117)
H (-1.193, 2.039, -0.345)
H (-0.429, -1.576, -1.691)
H (1.128, 2.437, 1.541)
H (0.901, 3.394, 0.042)
H (2.538, 2.481, 0.480)
H (0.569, -2.769, 1.656)
H (1.207, -2.500, -0.173)
H (-0.214, -3.708, 0.213)

Forces on atoms 1 to 2 (eV/Å):
C 0.2 -0.4 -0.6
C -1.9 -2.6 -1.0

Values from the calculation:
Kohn-Sham gap: 9.14 eV
Molar mass: 240.0 Da
LUMO: 0.62 eV
E_HOMO: -8.527 eV
ΔE to the lowest compared entry with this formula, charge and spin: 298.5 kJ/mol

No. 2
A single C6H9N molecule. Source: OMol25; level of theory: ωB97M-V/def2-TZVPD.

Atoms and positions in Å:
C (-1.370, 2.116, -0.113)
C (-0.478, 1.005, 0.337)
C (-0.546, 0.364, 1.641)
C (0.389, -0.616, 1.456)
C (1.023, -0.682, 0.089)
C (0.575, -1.957, -0.652)
N (0.435, 0.514, -0.497)
H (-2.222, 2.164, 0.566)
H (-1.721, 1.969, -1.140)
H (-0.842, 3.074, -0.066)
H (0.680, -1.381, 2.178)
H (2.117, -0.586, 0.112)
H (1.315, -2.322, -1.367)
H (-0.361, -1.758, -1.183)
H (0.377, -2.755, 0.068)
H (0.629, 0.853, -1.430)

Forces on atoms 1 to 2 (eV/Å):
C 0.0 0.0 0.0
C 0.0 0.2 -0.2

Values from the calculation:
Kohn-Sham gap: 7.63 eV
SMILES: CC1=C=C[C@@H](C)N1
Molar mass: 95.1 Da
LUMO: 0.37 eV
E_HOMO: -7.261 eV
ΔE to the lowest compared entry with this formula, charge and spin: 297.2 kJ/mol